(1)
Here is 2 unconnected molecules or ions with the total composition CH4OS in a non-equilibrium geometry from the OMol25 dataset. Energies are from ωB97M-V/def2-TZVPD.

```
7
Properties=species:S:1:pos:R:3:forces:R:3:nbo_charge:R:1
C -0.541 -0.504 -0.287 3.3 2.6 0.3 -0.210
O 1.170 0.353 -0.611 -4.9 -0.9 -1.1 -0.780
S 2.336 -0.098 0.292 1.1 -0.6 2.7 0.375
H -1.009 -0.371 -1.205 -0.5 -0.5 -1.7 0.194
H -0.852 0.283 0.345 -0.3 0.6 0.9 0.187
H -0.428 -1.430 0.210 0.5 -1.0 0.0 0.196
H 1.840 0.325 1.544 0.7 -0.2 -0.9 0.039
```
Positions in Å, forces in eV/Å.

## Properties
- relative energy (zero: lowest compared OMol25 entry of this formula, charge and spin) (kcal per mole) = 56.7
- charge = 0
- electronic energy (eV) = -13981.331
- lowest unoccupied orbital energy (eV) = -0.02
- frontier orbital gap (eV) = 8.1

=====

(2)
Here is 2 unconnected molecules or ions with the total composition CH4OS from the OMol25 dataset. Energies are from ωB97M-V/def2-TZVPD.

```
7
Properties=species:S:1:pos:R:3:forces:R:3:lowdin_spin:R:1
S -1.731 -0.766 -0.403 0.0 0.0 -0.1 0.930
H -2.349 -1.881 -0.891 0.1 0.1 0.1 0.032
H -0.903 -0.693 -1.482 -0.1 0.0 0.1 0.032
O 0.473 1.681 0.993 -0.7 0.4 0.1 0.003
C 1.257 0.834 0.696 0.5 -0.6 -0.2 0.002
H 1.724 0.804 -0.306 0.1 0.0 0.0 0.000
H 1.529 0.022 1.393 0.1 0.0 0.1 0.000
```
Positions in Å, forces in eV/Å.

## Properties
- relative energy (zero: lowest compared OMol25 entry of this formula, charge and spin) (kcal per mole) = 6.5
- 2S+1 = 2
- charge = +1
- electronic energy (eV) = -13973.088
- <S²> = 0.753
- lowest unoccupied orbital energy (alpha / beta) (eV) = -5.29 / -10.85
- frontier orbital gap (alpha / beta) (eV) = 8.7 / 3.2

=====

(3)
Here is 2 unconnected molecules or ions with the total composition CH4Se in a non-equilibrium geometry from the OMol25 dataset. Energies are from ωB97M-V/def2-TZVPD.

```
6
Properties=species:S:1:pos:R:3:forces:R:3:nbo_charge:R:1
C -0.087 -0.984 -0.085 -0.8 0.0 -0.9 -0.422
Se -1.789 -0.289 0.022 1.0 -0.7 0.6 0.239
H 1.721 1.065 -0.193 0.1 0.4 0.1 -0.001
H 1.901 1.780 -0.030 -0.1 -0.4 -0.1 0.001
H -0.003 -1.091 -1.196 0.3 0.2 0.3 0.105
H -1.743 -0.481 1.482 -0.5 0.4 0.0 0.078
```
Positions in Å, forces in eV/Å.

## Properties
- relative energy (zero: lowest compared OMol25 entry of this formula, charge and spin) (kcal per mole) = 88.0
- charge = 0
- electronic energy (eV) = -66443.574
- lowest unoccupied orbital energy (eV) = -0.51
- frontier orbital gap (eV) = 8.7

=====

(4)
Here is a molecular structure, CH55Mn2O33P in a non-equilibrium geometry from the OMol25 dataset. Energies are from ωB97M-V/def2-TZVPD.

```
92
Properties=species:S:1:pos:R:3:forces:R:3:lowdin_spin:R:1
O -2.801 -2.409 2.693 -1.7 -2.3 1.4 0.000
H -2.643 -2.546 3.630 -0.2 -0.4 0.4 0.000
H -2.037 -2.743 2.218 2.6 -2.0 -1.9 0.000
H -2.836 -1.463 2.532 -0.3 2.5 -0.2 0.000
O 1.104 -1.454 3.437 1.4 -0.1 3.5 0.002
H 0.767 -2.073 4.088 0.3 -1.0 0.3 0.000
H 1.149 -1.892 2.584 0.4 -2.1 -4.1 0.000
H 0.452 -0.751 3.393 -1.2 1.1 -0.8 0.002
O 0.513 0.305 0.110 0.1 1.1 -1.1 0.002
H 0.313 -0.552 -0.274 -0.8 -2.4 -0.6 0.000
H 1.212 0.214 0.761 1.5 0.2 0.6 0.000
H -0.278 0.736 0.440 -1.0 0.8 0.1 0.001
Mn -0.365 1.655 4.529 0.7 0.9 -0.3 4.766
Mn -2.296 3.498 1.803 -0.1 0.4 -1.3 4.732
C -0.018 -2.685 0.807 1.3 0.0 2.8 0.000
O -0.565 -3.344 1.659 -3.6 -2.8 3.8 0.000
O 1.152 -2.324 1.015 6.4 1.6 2.2 0.000
O -0.552 -2.145 -0.107 -4.6 3.4 -6.8 0.000
P -1.700 0.927 2.479 -3.5 -2.1 -1.6 0.024
O -0.446 0.295 3.066 0.9 0.1 0.9 0.091
O -2.853 -0.067 2.484 1.6 2.0 -0.2 0.007
O -1.473 1.741 1.221 0.9 -1.2 -2.1 0.067
O -1.985 2.140 3.360 0.1 2.0 4.4 0.122
O -2.461 -0.118 -0.541 -0.2 0.5 -0.2 0.001
H -2.120 -0.952 -0.218 0.3 -1.2 -0.2 0.000
H -2.460 0.455 0.226 -0.2 0.1 -0.1 0.000
O 1.370 2.317 3.319 -1.0 0.6 1.3 0.041
H 1.960 1.692 2.897 0.4 -1.0 -1.0 0.001
H 1.785 3.169 3.184 0.1 0.5 0.0 0.002
O 2.707 -2.529 -1.186 0.6 0.3 -0.5 0.000
H 2.204 -3.207 -1.636 0.1 -0.4 -0.3 0.000
H 2.355 -2.520 -0.296 -0.6 0.1 0.6 0.000
O -4.373 2.825 1.976 0.3 0.3 0.3 0.042
H -5.019 2.352 1.452 -0.1 -0.2 -0.4 0.002
H -4.893 3.330 2.601 -0.4 0.1 0.4 0.003
O -2.347 2.110 -1.979 -0.3 1.1 0.3 0.000
H -2.612 1.279 -1.585 0.1 -0.8 0.1 0.000
H -2.095 1.882 -2.874 0.2 -0.1 -0.5 0.000
O -0.431 0.259 -4.685 0.0 0.7 -0.1 0.000
H -1.120 -0.186 -5.178 -0.1 -0.1 -0.2 0.000
H -0.081 -0.413 -4.100 -0.2 -0.6 0.6 0.000
O -0.199 3.653 -3.112 0.4 0.2 0.1 0.000
H -0.476 3.607 -2.197 -0.2 -0.3 0.2 0.000
H -0.962 3.995 -3.577 -0.1 0.1 -0.3 0.000
O -2.015 -3.416 -4.348 -0.4 -0.2 -0.1 0.000
H -1.218 -3.210 -3.859 0.4 0.1 0.3 0.000
H -2.086 -2.716 -4.997 -0.1 0.0 -0.2 0.000
O 2.664 0.731 1.316 -1.1 0.4 0.5 0.001
H 2.985 0.172 2.023 0.9 -0.8 0.5 0.000
H 3.368 1.364 1.172 0.7 0.3 -0.6 0.000
O -4.765 -1.755 -1.334 -0.2 -0.2 -0.9 0.000
H -4.813 -1.603 -0.390 -0.1 0.1 0.4 0.000
H -4.143 -1.101 -1.651 0.1 0.1 -0.1 0.000
O 5.149 2.549 1.009 -0.8 0.1 0.3 0.000
H 5.673 2.513 0.208 0.3 -0.3 -0.4 0.000
H 5.345 3.407 1.385 0.4 0.2 0.3 0.000
O 2.092 2.036 -4.656 0.4 0.0 0.0 0.000
H 1.338 1.601 -4.256 -0.5 0.0 -0.1 0.000
H 2.044 2.938 -4.340 -0.1 0.2 0.0 0.000
O 1.049 -5.080 -2.616 0.2 0.5 0.0 0.000
H 0.900 -5.041 -1.671 -0.2 -0.2 0.3 0.000
H 0.786 -5.967 -2.864 -0.1 -0.2 -0.2 0.000
O -2.954 4.191 -0.137 0.0 0.7 0.9 0.041
H -2.613 4.968 -0.581 0.1 0.4 -0.2 0.003
H -3.180 3.590 -0.846 0.1 -1.0 -0.8 0.002
O 4.041 -0.286 3.348 -0.4 0.1 0.2 0.000
H 4.571 0.422 3.714 0.3 0.2 0.1 0.000
H 4.680 -0.932 3.046 0.2 -0.5 -0.1 0.000
O -3.029 -3.754 -0.435 0.1 -0.2 0.6 0.000
H -3.441 -3.297 -1.168 -0.5 0.2 -0.3 0.000
H -2.104 -3.516 -0.492 0.4 0.0 0.0 0.000
O 2.821 -0.632 -3.469 -0.3 0.0 0.3 0.000
H 2.315 -0.507 -4.272 0.1 0.3 -0.5 0.000
H 3.145 -1.530 -3.527 0.3 -0.3 0.1 0.000
O -0.336 4.352 1.186 -0.9 0.4 0.4 0.039
H -0.165 5.293 1.146 0.0 0.5 0.0 0.002
H 0.528 3.948 1.114 0.7 -0.7 0.0 0.001
O -0.080 -1.911 -2.845 0.0 0.3 -0.7 0.000
H -0.389 -1.901 -1.939 -0.2 -0.3 0.6 0.000
H 0.874 -1.926 -2.773 0.6 0.0 0.1 0.000
O -5.074 -0.665 1.151 -0.6 -0.1 0.2 0.000
H -4.215 -0.480 1.532 0.1 0.2 0.1 0.000
H -5.404 0.191 0.877 -0.3 -0.1 -0.3 0.000
O 2.382 3.905 0.736 -0.7 0.1 0.4 0.001
H 3.336 3.841 0.693 0.5 -0.3 -0.1 0.000
H 2.141 4.415 -0.038 0.1 0.2 -0.5 0.000
O 2.842 -3.957 2.832 0.1 0.3 0.5 0.000
H 3.697 -4.347 2.652 0.2 -0.3 0.1 0.000
H 2.616 -3.490 2.028 -0.5 0.1 -0.6 0.000
O 5.056 -0.556 -1.217 0.5 0.4 0.5 0.000
H 4.244 -1.015 -1.002 -0.4 -0.4 -0.2 0.000
H 4.797 0.102 -1.861 -0.2 0.0 -0.4 0.000
```
Positions in Å, forces in eV/Å.

## Properties
- 2S+1 = 11
- charge = +2
- electronic energy (eV) = -141417.339
- <S²> = 30.006
- lowest unoccupied orbital energy (alpha / beta) (eV) = -8.64 / -8.70
- frontier orbital gap (alpha / beta) (eV) = 4.4 / 4.4

=====

What did the first record say?
Here is 2 unconnected molecules or ions with the total composition CH4OS in a non-equilibrium geometry from the OMol25 dataset. Energies are from ωB97M-V/def2-TZVPD.

```
7
Properties=species:S:1:pos:R:3:forces:R:3:nbo_charge:R:1
C -0.541 -0.504 -0.287 3.3 2.6 0.3 -0.210
O 1.170 0.353 -0.611 -4.9 -0.9 -1.1 -0.780
S 2.336 -0.098 0.292 1.1 -0.6 2.7 0.375
H -1.009 -0.371 -1.205 -0.5 -0.5 -1.7 0.194
H -0.852 0.283 0.345 -0.3 0.6 0.9 0.187
H -0.428 -1.430 0.210 0.5 -1.0 0.0 0.196
H 1.840 0.325 1.544 0.7 -0.2 -0.9 0.039
```
Positions in Å, forces in eV/Å.

## Properties
- relative energy (zero: lowest compared OMol25 entry of this formula, charge and spin) (kcal per mole) = 56.7
- charge = 0
- electronic energy (eV) = -13981.331
- lowest unoccupied orbital energy (eV) = -0.02
- frontier orbital gap (eV) = 8.1